(1)
Formula: C21H23BrN2O5S
Source: OMol25
Level of theory: ωB97M-V/def2-TZVPD

The geometry in XYZ format:
```
53
Properties=species:S:1:pos:R:3:forces:R:3:mulliken_charge:R:1
C -1.5819 -2.5613 -2.2247 -0.04 0.00 -0.11 -2.10
C -1.2563 -2.2446 -0.8041 -0.14 0.05 0.09 0.89
C 0.0380 -2.3770 -0.3134 -0.13 -0.12 0.14 -0.96
C 0.3545 -2.0414 0.9954 0.19 -0.11 -0.06 1.92
S 1.9711 -2.2394 1.7024 0.09 -0.14 0.10 -0.09
C 3.0264 -2.8939 0.3658 -0.52 0.28 0.26 -0.84
C 3.3621 -1.8069 -0.6286 -0.17 -0.43 -0.28 0.77
O 3.1122 -1.8564 -1.8056 0.09 -0.05 0.00 -0.59
O 3.9534 -0.7911 -0.0118 0.26 0.08 0.27 -0.30
C 4.2223 0.4195 -0.7161 0.10 0.40 -0.21 -0.89
C 3.3162 1.5004 -0.1011 0.27 -0.35 -0.23 0.99
O 3.7847 2.3392 0.6401 0.35 0.17 0.22 -0.69
N 1.9919 1.3979 -0.3424 -0.30 0.16 0.05 0.24
C 1.3410 0.5991 -1.3578 -0.17 -0.05 -0.42 0.01
C 0.3705 1.4699 -2.1649 0.06 -0.48 -0.15 -1.67
N -0.5842 2.0610 -1.2541 0.02 0.11 -0.18 0.12
C -1.8014 1.4687 -1.1338 0.35 0.09 -0.17 0.66
O -2.2061 0.6837 -1.9787 -0.29 0.00 0.01 -0.69
C -2.6585 1.7962 0.0170 -1.21 -0.22 -0.18 0.42
C -4.0241 1.6824 0.0849 0.87 0.14 -0.21 -0.58
C -4.3823 1.9763 1.4174 0.39 0.10 0.34 -0.49
C -3.2149 2.2328 2.0698 -0.73 -0.05 0.14 -0.68
O -2.1681 2.1323 1.2378 0.40 -0.02 0.00 -0.26
C 0.0711 2.9312 -0.3085 0.15 0.10 0.49 -1.11
C 1.0673 2.1171 0.5182 -0.01 0.38 0.17 -0.27
C -0.6256 -1.5183 1.8489 0.17 -0.02 -0.13 0.30
C -0.2828 -1.1181 3.2479 0.00 -0.04 0.00 -2.19
C -1.9188 -1.4029 1.3681 -0.04 -0.02 -0.15 -0.62
C -2.2291 -1.7789 0.0727 -0.06 -0.01 0.00 -0.22
Br -4.0399 -1.6823 -0.4861 0.04 -0.14 0.07 -0.10
H -2.3302 -3.3516 -2.2810 -0.02 -0.04 -0.06 0.47
H -0.6944 -2.8727 -2.7691 0.07 -0.04 -0.04 0.37
H -2.0005 -1.6721 -2.6977 -0.02 -0.02 -0.07 0.38
H 0.7958 -2.7460 -0.9871 0.10 -0.02 -0.09 0.14
H 2.5551 -3.7468 -0.1189 0.13 0.08 -0.07 0.41
H 3.9310 -3.2087 0.8863 -0.03 -0.02 -0.03 0.50
H 4.0918 0.2766 -1.7916 0.01 0.01 0.16 0.48
H 5.2565 0.6931 -0.4954 -0.24 -0.01 -0.04 0.34
H 2.0598 0.1452 -2.0351 -0.01 0.01 0.12 0.73
H 0.7611 -0.1991 -0.8779 0.10 0.11 -0.13 -0.34
H -0.1721 0.8545 -2.8835 0.12 0.11 0.05 0.50
H 0.9091 2.2637 -2.6896 -0.01 -0.02 0.01 0.37
H -4.6737 1.4209 -0.7240 -0.04 -0.09 -0.21 0.71
H -5.3689 1.9838 1.8316 -0.18 0.03 0.17 0.48
H -3.0020 2.4886 3.0894 0.12 0.05 0.11 0.51
H 0.6065 3.7002 -0.8763 -0.04 -0.03 0.06 0.35
H -0.6494 3.4180 0.3441 0.12 0.01 -0.12 0.52
H 0.5139 1.3870 1.1222 -0.01 0.03 -0.01 -0.12
H 1.6541 2.7630 1.1723 -0.10 -0.09 -0.05 0.52
H 0.5477 -0.4121 3.2503 0.04 0.10 0.09 0.42
H -1.1380 -0.6657 3.7428 -0.03 0.03 0.06 0.36
H 0.0349 -1.9906 3.8186 0.02 -0.02 0.15 0.50
H -2.6969 -1.0244 2.0147 -0.08 0.05 0.06 0.41
```
Forces are in eV/Å.

Calculated values
Energy   -4271.9798 Eh
Orbital gap   8.716 eV
SMILES string   Cc1cc(SCC(=O)OCC(=O)N2CCN(C(=O)c3ccco3)CC2)c(C)cc1Br
Total charge   0

***

(2)
Formula: C17H40NOP3Pb
Source: OMol25
Level of theory: ωB97M-V/def2-TZVPD

The geometry in XYZ format:
```
63
Properties=species:S:1:pos:R:3:forces:R:3:mulliken_charge:R:1
Pb -2.5439 2.9362 -1.6993 -0.07 -0.71 3.30 1.42
P 0.9925 -0.5062 1.2545 1.15 -2.09 0.52 0.91
P 1.1743 2.5632 -0.9628 2.17 -0.20 0.21 0.73
P -1.1242 -2.2634 -0.5529 -0.56 -2.70 -1.10 0.79
H -0.7465 3.2656 -4.6056 -0.38 -0.18 0.22 0.45
C -1.7464 2.8311 -4.5086 -2.63 3.08 -0.41 -0.47
C -2.7843 3.5358 -3.8195 2.05 -0.65 -3.55 -1.04
H -2.6693 4.6260 -3.5649 0.12 -0.87 -0.03 0.58
C 2.3181 -1.4916 0.4313 -0.26 0.17 -0.56 -1.01
C 2.0596 0.4768 2.3821 -0.34 0.92 0.19 -1.42
C 0.4213 -1.7456 2.4901 -0.67 0.21 0.10 -1.12
C 0.9076 3.7251 -2.3204 -0.61 -0.33 -0.25 -0.82
C 1.2317 3.5907 0.5295 -0.60 -0.05 0.51 -1.08
C 2.7994 1.8310 -1.1566 0.13 0.56 -0.32 -0.96
C -2.4650 -2.1189 -1.8045 -0.09 1.08 -0.11 -0.86
C -1.9355 -3.5448 0.5158 0.12 0.73 0.82 -1.61
C -0.0002 -3.3973 -1.4979 0.65 0.77 0.24 -1.38
H -2.0399 2.1418 -5.2996 0.20 -0.78 0.79 0.44
H -3.8201 3.1425 -3.8336 0.25 0.32 -0.58 0.55
H 2.9258 -1.9580 1.2175 -0.10 0.14 -0.16 0.50
H 2.9575 -0.8465 -0.1848 -0.09 -0.35 0.14 0.33
H 1.8945 -2.2728 -0.2146 0.24 0.29 0.27 0.08
H 2.5002 -0.2244 3.1068 -0.12 0.12 -0.23 0.45
H 1.4349 1.1957 2.9332 0.29 -0.21 0.07 0.42
H 2.8705 1.0287 1.8914 -0.20 -0.20 0.01 0.45
H 1.2537 -2.4181 2.7354 -0.14 0.23 -0.03 0.39
H -0.4379 -2.3413 2.1518 0.39 0.29 0.21 0.18
H 0.1253 -1.1947 3.3934 0.00 -0.28 -0.12 0.47
H 1.8679 4.2509 -2.4581 -0.39 -0.03 -0.05 0.49
H 0.1146 4.4732 -2.1282 0.43 -0.14 0.10 0.48
H 0.6507 3.1586 -3.2200 0.42 0.11 0.07 -0.11
H 2.0715 4.3182 0.4067 -0.55 -0.54 -0.13 0.46
H 1.4160 3.0154 1.4563 -0.10 0.22 -0.52 0.24
H 0.2885 4.1578 0.6277 0.45 -0.10 0.14 0.44
H 3.5322 2.6631 -1.2023 -0.01 -0.85 -0.02 0.56
H 2.7153 1.2478 -2.0907 0.50 0.23 0.30 0.34
H 2.9560 1.1394 -0.3084 0.16 0.56 -0.46 -0.03
H -2.9700 -3.0897 -1.9169 0.21 0.30 0.17 0.46
H -2.0911 -1.7976 -2.7871 -0.02 -0.14 0.46 0.03
H -3.1877 -1.3713 -1.4506 -0.13 -0.28 -0.19 0.40
H -2.4812 -4.2568 -0.1179 0.25 0.27 0.01 0.48
H -2.6457 -3.0517 1.1924 0.06 -0.30 -0.07 0.44
H -1.1937 -4.0862 1.1138 -0.17 0.11 -0.13 0.49
H -0.6017 -4.1338 -2.0471 -0.05 0.24 0.22 0.45
H 0.6831 -3.9259 -0.8193 -0.22 0.11 -0.22 0.50
H 0.5859 -2.8002 -2.2081 -0.04 -0.28 0.04 0.35
C -0.2328 -0.3892 -4.1402 0.55 0.20 0.14 0.30
C 0.7682 -1.1087 -4.9105 -0.34 -0.53 -0.51 -0.36
C 0.4026 -1.8877 -6.0063 0.94 0.64 0.30 -0.50
C -0.9281 -1.9524 -6.4812 0.90 -0.06 0.98 -0.66
C -1.9070 -1.2693 -5.7465 -0.37 1.06 0.71 -0.46
C -1.5793 -0.4397 -4.6748 -0.55 -0.49 -0.67 -0.68
O 0.0968 0.2171 -3.0590 -0.97 0.15 -0.86 -0.29
H 0.6080 1.2647 -1.0959 -1.32 0.85 0.38 0.14
H 1.8159 -1.0047 -4.6054 -0.45 -0.21 -0.11 0.47
H 1.2149 -2.3912 -6.5297 -0.35 -0.01 -0.04 0.46
H -1.1847 -2.5215 -7.3599 -0.01 -0.09 -0.09 0.49
H -2.9426 -1.3704 -6.0548 0.05 0.21 -0.01 0.47
H -2.3722 0.1904 -4.2435 0.35 -0.55 0.15 0.71
N -1.8641 1.4741 0.5984 0.30 -0.12 -1.02 -0.63
H -2.6335 1.5246 1.2593 0.02 -0.07 0.17 0.34
H -1.0045 1.8131 1.0405 -0.45 -0.32 0.06 0.15
H -1.7114 0.4978 0.2977 0.02 0.54 0.54 0.20
```
Forces are in eV/Å.

Calculated values
Energy   -2016.9076 Eh
Orbital gap (spin up / spin down)   5.252 / 4.585 eV
Total charge   +4

***

(3)
Formula: C4H4O
Source: OMol25
Level of theory: ωB97M-V/def2-TZVPD

The geometry in XYZ format:
```
9
Properties=species:S:1:pos:R:3:forces:R:3:mulliken_charge:R:1
C 0.0237 1.1669 -1.9402 -0.07 -0.29 0.37 0.37
C -0.1665 0.4155 -1.0193 0.08 0.29 -0.39 -0.76
C -0.3990 -0.5124 0.0718 0.03 -0.09 -0.21 -0.05
C 0.3927 -0.4401 1.3075 0.29 -0.09 0.07 -0.35
O -0.9429 0.0244 1.2707 -0.17 0.09 0.09 -0.39
H 0.1907 1.8419 -2.7512 -0.03 -0.13 0.15 0.40
H -0.8164 -1.4765 -0.2198 0.07 0.18 0.04 0.29
H 1.1573 0.3304 1.3970 -0.15 -0.10 -0.03 0.25
H 0.5604 -1.3501 1.8834 -0.05 0.14 -0.10 0.24
```
Forces are in eV/Å.

Calculated values
Energy   -229.9364 Eh
Orbital gap   11.165 eV
SMILES string   C#C[C@H]1CO1
Total charge   0

***

(4)
Formula: C41H60F18N4O21
Source: OMol25
Level of theory: ωB97M-V/def2-TZVPD

The geometry in XYZ format:
```
144
Properties=species:S:1:pos:R:3:forces:R:3:mulliken_charge:R:1
C 0.5189 -5.1381 1.7127 -0.39 -1.01 0.12 -1.60
C 0.6327 -3.7812 2.3337 -0.79 1.34 -0.89 1.47
O 0.9113 -3.8637 3.7332 0.22 -0.65 0.50 -0.29
C 0.0383 -3.3880 4.6077 0.63 0.68 -0.53 0.48
O -0.9103 -2.7021 4.3648 -0.42 -0.07 0.16 -0.41
C 0.4768 -3.6717 6.0658 -0.25 -0.27 -0.51 0.80
F 0.6672 -2.5270 6.7123 0.12 0.37 0.10 -0.20
F -0.5045 -4.3346 6.6796 -0.10 -0.17 0.18 -0.26
F 1.5894 -4.3814 6.1244 0.20 -0.20 0.16 -0.25
H -0.3085 -5.6984 2.1589 0.13 0.07 0.32 0.42
H 1.4184 -5.7416 1.8315 0.07 0.12 -0.01 0.38
H 0.2341 -5.1422 0.6593 0.34 0.53 -0.08 0.37
H -0.2765 -3.1928 2.1830 -0.23 -0.37 0.21 -0.38
H 1.3698 -3.1278 1.8638 0.53 -0.37 0.24 -0.44
C 3.4367 -1.7147 -0.7164 -0.51 -0.15 -0.13 -1.18
C 4.1204 -1.8775 0.6218 0.01 -0.65 -0.70 0.35
O 4.8608 -0.6594 0.7668 -0.31 1.09 -0.18 -0.12
C 5.7527 -0.4636 1.7089 -0.13 -1.09 1.12 0.34
O 6.1773 -1.3006 2.4491 0.29 -0.04 0.08 -0.53
C 6.1920 1.0052 1.8423 -0.56 0.27 -1.08 0.86
F 6.5900 1.2974 3.0634 0.18 -0.07 0.01 -0.24
F 7.1900 1.2251 0.9686 0.13 0.13 0.20 -0.26
F 5.1803 1.8327 1.5138 0.22 -0.10 0.20 -0.20
H 3.0010 -0.7225 -0.8307 0.16 0.09 0.19 0.16
H 2.5710 -2.3781 -0.7771 0.22 -0.23 -0.16 0.34
H 4.1178 -1.8843 -1.5495 -0.04 -0.09 0.01 0.45
H 4.7792 -2.7476 0.6314 0.22 0.19 0.02 0.47
H 3.3849 -2.0640 1.4050 0.24 0.68 0.36 -0.42
C 1.7330 1.0866 2.6373 0.52 -1.38 0.63 -0.93
C 1.3583 0.0206 3.6875 -1.97 1.16 -0.62 1.70
O 2.2682 0.0270 4.7808 0.54 0.36 0.62 -0.46
C 3.3394 -0.7360 4.7225 -0.29 -0.65 -1.45 0.26
O 3.5089 -1.5955 3.9000 0.20 0.09 0.15 -0.44
C 4.3985 -0.4556 5.7887 -0.06 -0.98 0.60 0.70
F 5.4768 0.1271 5.2880 -0.20 0.40 -0.06 -0.17
F 3.8928 0.2642 6.7905 0.28 0.19 0.01 -0.25
F 4.7894 -1.6490 6.2753 -0.12 0.30 0.12 -0.25
H 2.5615 0.6442 2.0790 0.29 0.60 -0.07 -0.01
H 2.0040 1.9772 3.1991 0.16 0.21 -0.40 0.51
H 0.9391 1.2746 1.9198 -0.24 0.01 0.25 -0.01
H 1.1242 -0.9384 3.2298 0.76 -0.31 0.27 -0.59
H 0.4227 0.3265 4.1631 0.00 -0.05 0.00 -0.17
C 0.2342 -2.8818 -9.1769 0.16 1.27 1.05 -1.12
C 0.2198 -2.0292 -7.9049 -0.71 -0.30 0.23 -0.28
O 1.0382 -0.8637 -8.0898 -0.44 0.58 -0.05 -0.27
C 1.4645 -0.2127 -7.0064 0.33 -1.04 -1.09 0.36
O 1.4780 -0.6543 -5.9033 -0.24 0.39 0.78 -0.51
C 2.1858 1.0731 -7.4565 0.39 -0.01 0.46 0.87
F 1.4952 1.7912 -8.3358 -0.04 -0.02 0.12 -0.25
F 2.4750 1.8212 -6.3914 -0.12 0.03 -0.30 -0.17
F 3.3460 0.7008 -8.0290 -0.11 0.13 -0.03 -0.28
H -0.3518 -3.7492 -8.8836 0.28 -0.41 -0.64 0.37
H 1.2623 -3.0349 -9.4959 -0.04 -0.67 0.12 0.31
H -0.2427 -2.3106 -9.9712 -0.24 -0.19 -0.04 0.30
H 0.4637 -2.5344 -6.9693 0.75 -0.26 -0.34 0.34
H -0.8149 -1.7375 -7.6955 0.04 0.52 -0.29 0.28
C 4.0094 2.3138 -3.7738 0.04 -0.46 0.28 -0.82
C 4.4682 2.7851 -2.3876 -0.17 -1.77 0.13 0.10
O 5.8399 3.1871 -2.4454 0.69 0.83 -0.82 -0.22
C 6.3826 3.9264 -1.4904 -0.92 0.06 0.01 0.42
O 5.8794 4.1937 -0.4423 0.05 0.05 0.36 -0.51
C 7.7221 4.5686 -1.9174 -0.42 -0.22 -1.03 0.80
F 8.7372 4.1198 -1.1967 0.14 0.10 0.23 -0.23
F 7.9780 4.3283 -3.2154 0.19 -0.09 0.23 -0.26
F 7.6106 5.8937 -1.7938 0.18 -0.03 0.35 -0.26
H 4.5436 2.7814 -4.5980 -0.22 0.39 0.08 0.41
H 2.9272 2.4118 -3.8613 0.04 0.44 -0.17 -0.03
H 4.1637 1.2398 -3.9008 0.29 0.02 0.14 0.37
H 4.5066 1.8985 -1.7494 -0.46 0.15 0.28 -0.17
H 3.7740 3.4916 -1.9390 0.52 0.52 0.01 0.40
C -2.0593 -1.0801 7.4820 -0.35 0.51 0.28 -0.50
C -3.5516 -0.9276 7.2031 0.47 0.84 0.13 -0.38
O -3.9709 -1.6733 6.0699 -1.08 -1.66 -0.52 -0.28
C -3.9537 -1.2216 4.8375 1.18 0.93 0.15 0.12
O -3.4387 -0.1948 4.4994 -0.01 0.44 -0.27 -0.57
C -4.5977 -2.1310 3.7597 -0.39 0.13 1.60 1.04
F -3.6865 -2.7422 3.0361 0.37 -0.31 -0.15 -0.11
F -5.3782 -3.0361 4.3706 -0.06 -0.34 -0.36 -0.31
F -5.3595 -1.3926 2.9699 -0.20 0.20 -0.35 -0.20
H -1.7289 -0.2282 8.0823 -0.12 -0.08 0.19 0.39
H -1.4683 -1.0074 6.5713 -0.11 -0.41 -0.09 -0.13
H -1.8736 -1.9801 8.0630 0.28 -0.14 -0.33 0.30
H -3.8025 0.1288 7.0785 -0.06 -0.09 -0.26 0.31
H -4.1724 -1.3201 8.0055 0.15 0.00 0.07 0.29
C -5.4335 4.8005 -2.2167 1.05 1.15 -0.49 -0.71
O -5.1801 3.4416 -2.5195 -0.66 -0.32 0.49 -0.32
C -4.2375 3.1038 -3.3863 -0.19 0.14 0.73 0.81
O -3.5758 3.8501 -4.0485 0.40 0.17 -0.42 -0.58
O -4.1601 1.7798 -3.3099 0.01 -1.27 0.25 -0.24
C -3.1743 1.1177 -4.0859 0.94 1.32 -1.80 -0.42
H -6.4040 4.8982 -1.7480 -0.08 -0.28 -0.07 0.24
H -5.3405 5.4324 -3.1033 -0.44 -0.23 -0.19 0.31
H -4.6543 5.2141 -1.5704 -0.07 -0.36 0.32 0.28
H -2.1668 1.2022 -3.6832 -0.19 -0.08 0.56 -0.17
H -3.1021 1.6658 -5.0324 0.01 -0.13 -0.06 0.48
H -3.3830 0.0905 -4.3684 -0.66 -0.05 0.75 0.29
C -2.0244 -3.7819 -1.5255 0.08 -0.05 0.49 -0.16
O -3.1885 -4.4441 -1.0487 -0.02 -1.10 -0.70 -0.42
C -4.0156 -3.8243 -0.2381 -0.37 0.76 0.10 0.60
O -3.8268 -2.7455 0.2593 0.11 0.21 0.22 -0.15
O -5.1101 -4.5557 -0.1126 0.21 -1.04 -0.12 -0.44
C -6.1372 -4.1129 0.7533 -0.18 0.88 0.65 -0.44
H -1.5750 -4.4803 -2.2264 -0.04 0.10 -0.08 0.32
H -1.3394 -3.6397 -0.6866 0.04 0.32 -0.13 -0.07
H -2.2824 -2.8410 -2.0100 0.10 0.05 0.10 0.17
H -6.4281 -3.1017 0.4637 -0.31 -0.14 -0.02 0.25
H -5.8428 -4.0627 1.8053 0.41 -0.11 -0.18 0.08
H -6.9520 -4.8278 0.7056 0.01 0.06 -0.42 0.28
C -1.2589 -0.7236 1.4067 -0.68 0.54 0.23 1.03
O -0.2417 -0.7897 0.4062 0.09 0.04 -0.22 0.77
C -0.5714 -0.4282 -0.8294 0.28 -0.37 -0.28 -0.17
O -1.6492 -0.0774 -1.2327 -0.25 0.19 0.25 -0.23
O 0.5179 -0.5809 -1.5754 -0.06 -0.08 0.19 0.05
C 0.4905 -0.1619 -2.9415 0.54 -0.24 -0.32 -0.82
H -0.7613 -1.0575 2.3106 -0.35 -0.21 0.06 -0.88
H -2.1482 -1.2980 1.1423 0.32 -0.40 0.01 -0.32
H -1.6143 0.2949 1.5685 0.29 0.10 -0.12 -0.10
H -0.4971 -0.0807 -3.3825 -0.18 0.13 0.38 0.22
H 1.0280 -0.9261 -3.4969 0.11 0.08 0.02 0.40
H 1.0366 0.7760 -3.0002 -0.19 0.09 -0.22 0.18
C -0.3439 5.4677 -4.2897 0.53 -0.25 0.18 -0.92
C -0.1342 4.0237 -4.3958 -0.52 0.16 -0.03 0.37
N 0.0478 2.8912 -4.4260 0.08 -0.13 -0.04 -0.26
H 0.6617 5.8857 -4.3644 -0.19 0.39 0.04 0.35
H -0.7730 5.6977 -3.3153 0.03 0.02 0.01 0.22
H -0.9861 5.8792 -5.0621 0.00 -0.23 -0.13 0.29
C -1.3397 3.0367 -0.9831 -0.33 0.81 -1.21 1.04
C -1.6135 4.4844 -0.8213 0.04 -0.97 0.39 -0.06
N -1.8461 5.5954 -0.6546 0.02 0.17 -0.17 -0.61
H -0.4002 2.7569 -0.5183 -0.17 -0.11 0.33 0.48
H -1.2405 2.8648 -2.0594 0.25 0.02 0.00 -0.42
H -2.2014 2.4256 -0.7288 0.15 0.04 0.64 -0.57
C -1.3875 2.7433 5.4574 0.12 0.72 0.60 -0.97
C -1.6032 2.4486 4.0484 -0.21 0.13 0.18 0.48
N -1.8135 2.1990 2.9488 0.18 0.12 -0.03 -0.39
H -1.0042 3.7499 5.6456 0.29 -0.02 -0.61 0.38
H -0.6663 2.0600 5.9008 -0.19 -0.21 0.01 0.23
H -2.3141 2.7879 6.0299 -0.15 -0.67 -0.22 0.30
C -4.6034 0.0849 -0.3112 -0.81 0.75 -0.45 1.32
C -6.0509 0.2043 -0.5578 0.25 -0.06 -0.37 -0.11
N -7.1747 0.3491 -0.7501 0.07 -0.13 0.09 -0.57
H -4.1741 1.0535 -0.5706 0.02 0.14 0.49 -0.41
H -4.1020 -0.5830 -1.0019 -0.24 -0.47 0.30 -0.14
H -4.5160 -0.1752 0.7393 0.62 -0.08 -0.07 -0.05
```
Forces are in eV/Å.

Calculated values
Energy   -5194.9964 Eh
Orbital gap   11.051 eV
Total charge   0